Computed, not measured: a molecular structure, C14H11BrN3NiO2S2, with ωB97M-V with the def2-TZVPD basis set.

Values from the calculation:
Energy, eV: -156013.8075
E_HOMO (alpha / beta), eV: -12.10 / -12.10
Lowest unoccupied orbital energy (alpha / beta), eV: -3.907 / -3.905

The geometry in ORCA input format:
```
! wB97M-V def2-TZVPD RIJCOSX def2/J DEFGRID3
* xyz 1 1
Br 2.077 0.292 -2.478
Ni 0.058 0.125 0.088
S -0.183 4.744 -0.289
S -4.289 -0.161 0.108
O 1.343 -1.069 3.534
O -0.018 -0.561 1.822
N 1.900 -0.162 0.209
N -1.809 0.207 -0.024
N -0.092 2.218 -0.245
C 2.790 -0.022 -0.767
C -2.348 -2.194 0.244
C 2.173 3.253 -0.287
C -3.730 1.450 -0.048
C 3.638 -0.568 1.772
C 2.301 -0.467 1.452
C 1.145 -0.726 2.398
C 4.149 -0.118 -0.538
C 4.569 -0.377 0.761
C -1.431 2.573 -0.213
C -2.694 -0.753 0.101
C 0.683 3.274 -0.276
C -1.667 3.906 -0.243
C -2.379 1.464 -0.104
H 3.909 -0.813 2.789
H 2.535 2.727 -1.168
H -4.412 2.282 -0.089
H -1.268 -2.309 0.286
H -2.612 4.424 -0.219
H 5.628 -0.454 0.971
H 2.576 4.263 -0.305
H 4.849 0.003 -1.351
H -2.771 -2.599 1.163
H 2.549 2.752 0.607
H -2.739 -2.769 -0.596
*
```

---

Computed, not measured: a molecular structure, C10H30KO10 at a distorted geometry, with ωB97M-V with the def2-TZVPD basis set.

Values from the calculation:
Energy, eV: -47647.7896
E_HOMO, eV: -11.99
Lowest unoccupied orbital energy, eV: -3.446
Energy relative to the best compared isomer or geometry (same formula, charge and spin), eV: 1.819

The geometry in ORCA input format:
```
! wB97M-V def2-TZVPD RIJCOSX def2/J DEFGRID3
* xyz 1 1
K -0.067 -0.363 0.347
O -2.163 5.628 -1.932
O 5.463 -3.313 6.007
O -1.377 -0.174 -6.622
O 4.032 0.435 -1.275
O 3.214 -2.481 4.140
O -2.214 1.132 -4.205
O -2.011 4.088 0.748
O 2.545 -1.564 -3.032
O -3.480 -1.682 3.935
O -3.541 -3.287 1.398
C 4.040 0.430 -2.676
C 4.502 -2.272 6.287
C -3.096 0.876 -5.273
C -1.097 5.701 -0.955
C -4.343 -3.535 2.503
C 3.974 -1.637 4.991
C -2.650 -0.386 -5.958
C -1.473 5.422 0.510
C -3.612 -3.073 3.777
C 3.874 -1.031 -3.231
H -3.097 1.636 -6.054
H -2.950 4.261 0.847
H -0.645 6.692 -0.995
H -2.141 2.089 -4.211
H 4.878 0.688 -0.898
H 3.488 -0.719 5.322
H -4.391 -1.402 4.053
H 2.431 -2.483 -3.284
H 5.295 -3.943 6.711
H 3.062 0.876 -2.858
H 4.658 -1.591 -2.721
H 4.808 0.989 -3.210
H -3.869 -3.766 0.633
H -2.596 -3.468 3.777
H -4.702 -4.564 2.483
H -5.279 -2.989 2.388
H 4.188 -0.972 -4.273
H -4.074 0.642 -4.852
H -2.486 -1.233 -5.293
H -0.682 5.679 1.215
H -2.757 6.364 -1.769
H -4.175 -3.476 4.619
H 3.799 -3.177 3.834
H -2.258 6.122 0.798
H 5.019 -1.500 6.857
H -0.771 -0.106 -5.880
H 3.642 -2.709 6.795
H -0.296 5.018 -1.238
H -3.433 -0.609 -6.683
H 4.814 -1.262 4.406
*
```

---

Computed, not measured: a single C3H10N2O molecule, with ωB97M-V with the def2-TZVPD basis set.

Values from the calculation:
Energy, eV: -8300.0928
E_HOMO, eV: -9.08
Lowest unoccupied orbital energy, eV: 0.894
Energy relative to the best compared isomer or geometry (same formula, charge and spin), eV: 1.411
Structure (SMILES): NCNCCO

The geometry in ORCA input format:
```
! wB97M-V def2-TZVPD RIJCOSX def2/J DEFGRID3
* xyz 0 1
O -0.871 2.452 -1.892
N 0.584 -2.446 1.327
N -0.197 -0.667 -0.066
C 0.880 -1.146 0.780
C 0.106 0.697 -0.541
C -1.159 1.369 -1.041
H 1.758 -1.228 0.136
H -1.690 0.625 -1.634
H -0.989 -0.596 0.568
H 1.129 -0.418 1.558
H -1.786 1.666 -0.202
H 0.549 1.266 0.279
H -0.929 3.297 -1.430
H 0.389 -2.418 2.318
H 1.367 -3.063 1.165
H 0.860 0.611 -1.323
*
```

---

Computed, not measured: a molecular structure, C10H18Br24ClGaNO5P2 at a distorted geometry, with ωB97M-V with the def2-TZVPD basis set.

Values from the calculation:
Energy, eV: -1786885.5630
E_HOMO, eV: -4.70
Lowest unoccupied orbital energy, eV: 0.541
Energy relative to the best compared isomer or geometry (same formula, charge and spin), eV: 2.253

The geometry in ORCA input format:
```
! wB97M-V def2-TZVPD RIJCOSX def2/J DEFGRID3
* xyz -1 1
Br 5.571 -4.696 -4.585
Br -4.961 1.875 2.530
Br -1.887 1.097 3.107
Br 6.611 -6.497 -7.046
Br 6.470 -1.136 -5.778
Br -2.765 -2.456 4.431
Br 3.476 -5.805 -6.768
Br 3.392 3.077 -7.030
Br 0.689 5.397 4.007
Br 9.419 -0.881 -7.053
Br -4.227 4.941 4.946
Br -2.764 2.142 0.188
Br 4.459 2.771 -4.005
Br -1.099 7.124 6.058
Br -5.103 5.985 2.026
Br -1.960 -0.961 7.170
Br -1.231 11.749 4.849
Br 7.135 -2.551 -8.595
Br -4.751 -2.560 6.967
Br -3.216 10.199 6.860
Br -7.300 5.719 4.369
Br -3.837 10.241 3.699
Br -0.681 3.966 6.548
Br 2.058 0.900 -5.064
Ga -1.012 -3.779 -0.557
Cl -1.211 -1.305 -3.331
P -1.790 -1.715 -1.329
P -2.336 -5.460 -1.498
O -3.865 -4.718 -2.004
O 1.401 -4.647 -2.089
O -2.785 -6.546 -0.171
O -1.695 -6.210 -2.733
O -0.944 -0.523 -0.335
N -1.372 -3.810 1.389
C -3.098 2.240 2.101
C -3.416 -1.520 6.007
C 2.876 -4.867 -2.139
C 7.834 -1.994 -6.868
C 5.295 -5.197 -6.444
C -5.438 6.083 3.940
C 0.099 5.605 5.849
C 3.681 1.862 -5.539
C -3.065 11.205 5.202
C 1.023 -4.082 -0.757
H 4.409 1.115 -5.871
H 0.991 5.817 6.448
H -0.692 -3.096 1.770
H 3.179 -5.936 -1.718
H -3.652 12.121 5.329
H -3.912 -0.609 5.656
H 1.602 -3.068 -0.592
H -2.456 -7.484 -0.371
H 5.442 -4.293 -7.044
H 1.428 -4.815 0.094
H -4.121 -4.146 -1.200
H -5.235 7.114 4.248
H 8.141 -2.902 -6.339
H 3.299 -4.828 -3.253
H -1.075 -4.747 1.760
H -2.895 3.271 2.409
H -1.609 0.249 -0.303
H 3.476 -4.026 -1.552
*
```